Entry from the Open Molecules 2025 dataset: the ion C6H9N4 with charge +1 in a non-equilibrium geometry (the ωB97M-V functional and the def2-TZVPD basis).

Geometry as XYZ:
```
19
Properties=species:S:1:pos:R:3
N 1.2883 -0.5130 0.0472
H -5.3237 0.0986 -0.4545
H -1.7447 1.9461 0.4313
C 0.1037 -0.9478 0.3265
H 3.3016 -1.0001 -0.5301
N -4.2975 -0.1954 -0.6116
H 2.0303 0.8303 -1.2965
H 2.3163 1.1521 0.3997
H -0.1001 -1.9979 0.6542
C 0.3797 1.7859 -0.1451
N -3.5681 -0.2126 0.3849
C 2.4530 -1.3401 0.0165
H 2.9989 -1.3097 0.8904
H 2.3430 -2.3812 -0.1813
N -2.2502 -0.7960 0.3637
C -0.8847 1.2900 0.1826
C 1.5024 0.8888 -0.2862
C -1.0802 -0.1252 0.3830
H 0.5323 2.8272 -0.5748
```

## Properties
Kohn-Sham gap (spin up / spin down) ... 6.9 / 6.5 eV
Spin multiplicity ... 3
⟨S²⟩ ... 2.0292
LUMO level (spin up / spin down) ... -4.082 / -7.041 eV
ΔE to the lowest compared entry with this formula, charge and spin ... 106.9 kJ/mol
Net charge ... +1